66
Properties=species:S:1:pos:R:3:mulliken_charge:R:1 method="wB97M-V/def2-TZVPD" total_energy_ha=-2222.63525 e_above_lowest_ev=1.238 total_charge=+2
Ir -0.36367 -0.31489 -0.73583 1.2703
N -1.93207 -0.52015 -2.42797 -0.6509
C -3.08357 0.42199 -2.40341 -0.6971
C -2.63004 1.80158 -2.81062 -0.8154
C -1.63039 2.38553 -1.83078 -0.4538
N -0.35053 1.61952 -1.84672 -0.3777
H -1.47765 -0.48051 -3.33740 0.2448
H -2.30022 -1.46374 -2.34686 0.3342
H -3.49152 0.44709 -1.39208 0.3405
H -3.86964 0.07232 -3.07342 0.4555
H -3.49342 2.46327 -2.87417 0.3745
H -2.18940 1.76403 -3.81442 0.3660
H -2.02211 2.36218 -0.81278 0.2666
H -1.43972 3.42771 -2.08952 0.4416
H 0.38016 2.20107 -1.44297 0.2148
H -0.06603 1.44918 -2.80837 0.3798
O 1.93936 -1.92321 -0.91868 -0.5054
C 1.36260 -1.28511 -0.09454 0.2740
C 1.73926 -1.13800 1.33445 0.2607
C 2.42818 -2.11935 2.03391 -0.5505
C 2.76230 -1.87916 3.35959 -0.8067
C 2.42882 -0.66945 3.96074 -0.6199
C 1.77428 0.32373 3.23869 -0.7810
C 1.42099 0.06796 1.92437 0.1682
P 0.68972 1.18329 0.70912 0.7444
C 2.18726 1.87697 -0.05446 0.7502
C 2.91591 2.86415 0.61502 -0.7118
C 4.08380 3.35803 0.06085 -0.8655
C 4.55294 2.86127 -1.14823 -0.6697
C 3.84833 1.86597 -1.81020 -0.9447
C 2.66429 1.38260 -1.27255 0.2093
C -0.17546 2.46925 1.59618 0.8781
C -0.09938 3.80864 1.20801 -0.3818
C -0.78449 4.77315 1.93056 -0.9377
C -1.56140 4.40401 3.02024 -0.5491
C -1.67730 3.06587 3.37992 -0.8100
C -0.99903 2.09571 2.66272 -0.6482
H 2.68516 -3.05224 1.54893 0.5817
H 3.30101 -2.62956 3.92249 0.4414
H 2.68471 -0.49185 4.99669 0.4868
H 1.53964 1.27379 3.70184 0.5197
H 2.58137 3.24076 1.57373 0.4797
H 4.63548 4.13322 0.57561 0.4728
H 5.46704 3.25047 -1.57614 0.4345
H 4.21696 1.46529 -2.74488 0.4701
H 2.11747 0.61336 -1.80268 0.2029
H 0.50757 4.10471 0.36062 0.4894
H -0.70684 5.81373 1.64562 0.4642
H -2.08825 5.16094 3.58596 0.4418
H -2.29363 2.77991 4.22150 0.4591
H -1.09806 1.05113 2.93361 0.4754
N -2.08268 -7.14974 -1.75490 -0.2896
C -2.40846 -6.36696 -0.71659 0.2858
S -3.37412 -6.90061 0.48145 -0.3330
C -1.85025 -4.96897 -0.69003 1.1657
C -2.23365 -4.08147 0.30875 -0.6401
C -1.73988 -2.79787 0.31973 -0.6486
N -0.87775 -2.34790 -0.61536 0.0119
C -0.46280 -3.20287 -1.55782 -0.3970
C -0.92789 -4.50282 -1.62237 -0.8964
H -2.41466 -8.10043 -1.76167 0.2164
H -1.50141 -6.84988 -2.51689 0.1391
H -2.91897 -4.41025 1.07819 0.4283
H -2.03370 -2.08975 1.08103 0.5344
H 0.27362 -2.83227 -2.25714 0.4937
H -0.53814 -5.13436 -2.40765 0.3132


12
Properties=species:S:1:pos:R:3:mulliken_charge:R:1 method="wB97M-V/def2-TZVPD" total_energy_ha=-306.42992 e_above_lowest_ev=2.078 smiles="O=C1CCOC1"
O 0.53162 -2.20062 0.37882 -0.5541
C 0.28516 -1.07695 0.02030 0.4461
C 1.12872 0.18846 0.19253 -0.4048
C -0.02136 1.18754 0.22718 -0.4400
O -0.88827 0.79456 -0.81326 -0.3823
C -1.00034 -0.62041 -0.67897 -0.3499
H 1.84765 0.21250 -0.64372 0.2663
H 1.67493 0.20060 1.12970 0.2955
H -0.49622 1.08908 1.31217 0.1685
H -0.07923 2.19378 0.59509 0.4139
H -1.10889 -1.09980 -1.65929 0.2728
H -1.87377 -0.86874 -0.06056 0.2679


25
Properties=species:S:1:pos:R:3:mulliken_charge:R:1 method="wB97M-V/def2-TZVPD" total_energy_ha=-368.79848 e_above_lowest_ev=3.758 smiles="C=CC(C=C)[N+](C)(C)C" total_charge=+1
C 2.95936 0.75960 0.18413 -0.7279
C 0.83165 -2.79908 0.34576 -0.8253
C 1.96510 0.42176 -0.58205 -0.2457
C 0.42324 -1.76777 -0.35433 -0.3737
C -2.00078 -0.33556 0.38855 -0.9471
C -0.67742 1.60911 0.93107 -0.7548
C -0.90106 0.77049 -1.37180 -0.9230
C 0.51353 -0.39689 0.18776 -0.1943
N -0.78962 0.39362 -0.03411 0.0899
H 3.93508 1.07793 -0.26041 0.2923
H 2.82632 0.54909 1.21826 0.2753
H 0.84767 -3.81223 0.01735 0.3371
H 1.11541 -2.64312 1.40912 0.2253
H 2.09644 0.51925 -1.64972 0.3576
H 0.00019 -1.89986 -1.33711 0.3264
H -2.86390 0.29512 0.16612 0.4208
H -2.35300 -1.21837 -0.11094 0.3915
H -1.93327 -0.55763 1.41008 0.4075
H 0.35848 2.00907 0.66593 0.3605
H -1.28699 2.48212 0.87212 0.3728
H -0.54256 1.14545 2.00523 0.3108
H -1.04601 -0.03370 -2.05944 0.4022
H -1.74879 1.35763 -1.51060 0.4600
H 0.01985 1.22865 -1.74106 0.3972
H 0.83063 -0.42857 1.18156 0.5646


19
Properties=species:S:1:pos:R:3:mulliken_charge:R:1 method="wB97M-V/def2-TZVPD" total_energy_ha=-2816.21792 total_charge=-1
C -1.44223 2.21354 -1.91368 -0.6680
C -1.24482 0.94520 -1.54046 -0.2338
Ga 0.27600 0.39561 -0.33389 0.1880
C -0.31959 0.25484 1.63239 -0.6562
O 0.24983 1.33993 2.42221 -0.1716
N 0.33617 1.11115 3.77765 0.2259
O -0.54372 0.47000 4.23309 -0.3597
P 0.97351 -1.78728 -1.00965 0.7299
O 0.61322 -2.15577 -2.40433 -0.6952
O 0.38609 -2.95721 -0.03017 -0.5241
O 2.60373 -1.87889 -0.81714 -0.5406
H -0.90603 3.02787 -1.43572 0.1689
H -2.15504 2.50630 -2.68079 0.2536
H -1.95507 0.21496 -1.92255 0.2809
H 1.52972 1.37934 -0.49982 -0.2942
H -1.40682 0.30159 1.66718 0.3341
H -0.01273 -0.70564 2.04339 0.3764
H 0.12009 -3.68221 -0.60733 0.2967
H 2.89770 -0.99334 -0.58036 0.2891


111
Properties=species:S:1:pos:R:3:mulliken_charge:R:1 method="wB97M-V/def2-TZVPD" total_energy_ha=-8857.28095 e_above_lowest_ev=0.262 multiplicity=3
Pd -0.04481 1.22078 -0.91638 0.8446
Se 0.60436 -4.54434 2.92549 -0.3110
P 0.40282 -2.59253 3.67813 1.3305
C -1.22451 -2.21741 4.39116 0.0246
C -2.17594 -3.21875 4.51914 -0.4935
C -3.42437 -2.92220 5.04686 -0.6086
C -3.72261 -1.62763 5.43491 -0.4908
C -2.77203 -0.62201 5.30078 -0.7953
C -1.52379 -0.91359 4.78309 -0.1825
C 1.61781 -2.18159 4.94813 0.5485
C 1.27337 -2.15387 6.29106 -0.4924
C 2.24615 -1.91310 7.24997 -0.6702
C 3.55927 -1.69940 6.86608 -0.4888
C 3.90616 -1.72948 5.52055 -0.7346
C 2.93989 -1.97395 4.56386 -0.3755
C 0.61002 -1.26752 2.47476 0.2323
C 0.21787 -1.10550 1.14630 -1.2647
N 0.49499 0.17554 0.83802 1.1174
N 1.00503 0.77047 1.89031 -0.8990
N 1.08513 -0.07260 2.88594 -0.4173
P -0.49994 -2.18680 -0.06892 0.0392
Se -1.10163 -1.02215 -1.82775 -0.0807
C -1.99326 -2.87525 0.66547 0.4773
C -2.90021 -1.96648 1.20444 -0.1871
C -4.09287 -2.41710 1.73637 -0.7331
C -4.38560 -3.77329 1.72673 -0.5933
C -3.48128 -4.67949 1.19578 -0.8591
C -2.28049 -4.23481 0.66458 -0.3312
C 0.65716 -3.42404 -0.63919 0.7343
C 0.23891 -4.34412 -1.60087 -0.4064
C 1.13582 -5.27086 -2.09492 -0.8409
C 2.45401 -5.25806 -1.65407 -0.5988
C 2.87513 -4.31775 -0.73019 -0.8992
C 1.97814 -3.39720 -0.21571 -0.0589
H -1.93010 -4.22260 4.19547 0.3539
H -4.16407 -3.70506 5.14596 0.4347
H -4.69754 -1.39653 5.84303 0.3861
H -3.00497 0.38972 5.60282 0.4185
H -0.78109 -0.13202 4.67401 0.5143
H 0.24659 -2.31947 6.59662 0.3634
H 1.97470 -1.89183 8.29639 0.4022
H 4.31713 -1.50717 7.61378 0.3729
H 4.92970 -1.55845 5.21901 0.4160
H 3.21013 -1.99325 3.51579 0.3508
H -2.67250 -0.90500 1.20773 0.0354
H -4.78965 -1.71229 2.16692 0.4726
H -5.31863 -4.12684 2.14550 0.4391
H -3.70256 -5.73822 1.20717 0.4289
H -1.55951 -4.94434 0.28816 0.5692
H -0.77971 -4.32791 -1.97318 0.5538
H 0.81475 -5.99144 -2.83450 0.4349
H 3.15866 -5.97660 -2.04982 0.4114
H 3.90629 -4.29024 -0.41090 0.4745
H 2.31289 -2.64451 0.48492 0.2698
O 3.11211 -0.81707 -0.85613 -0.6108
C 2.75634 0.22485 -1.39824 -0.5305
O 1.68617 0.39389 -2.09025 -0.1955
C 3.60950 1.47164 -1.30839 0.0819
C 4.96843 1.38612 -1.58015 -0.2914
C 5.79099 2.51599 -1.58660 -1.1396
C 5.18971 3.71376 -1.29058 0.8185
O 5.76329 4.95613 -1.18970 -0.5076
C 4.69656 5.85600 -0.91746 -0.2795
O 3.50725 5.10258 -0.71229 -0.5165
C 3.83635 3.80021 -1.00500 0.5459
C 3.01417 2.70504 -1.01708 -0.0876
H 5.39078 0.41255 -1.78250 0.4817
H 6.84666 2.45149 -1.79772 0.4282
H 4.55864 6.52176 -1.77994 0.2636
H 4.92515 6.41963 -0.00765 0.2494
H 1.95050 2.79372 -0.77811 0.2794
C -3.92087 3.40497 -4.47927 -1.2403
Si -3.20767 1.89306 -3.63309 0.7779
C -3.22745 0.42058 -4.79693 -0.8862
C -4.17335 1.46696 -2.07863 -0.8487
Sb -0.75336 2.36720 -3.04203 0.0670
Si -1.23492 2.78804 0.35224 1.1107
C -2.33676 4.04277 -0.53342 -1.2318
C -2.29461 1.86557 1.60731 -0.4765
C 0.10304 3.80803 1.19373 -1.2324
Si 0.72786 1.71853 -5.04261 0.6204
C 2.42700 2.44369 -4.74315 -0.7551
C -0.08474 2.55941 -6.51749 -1.1094
C 0.71512 -0.14219 -5.22671 -0.6201
H -4.92942 3.19410 -4.83318 0.3628
H -3.32373 3.70476 -5.33720 0.3093
H -3.97452 4.25081 -3.79758 0.3399
H -4.26506 0.12463 -4.95667 0.4475
H -2.69678 -0.44304 -4.39423 0.1306
H -2.79522 0.66011 -5.76742 0.2768
H -5.05307 0.88708 -2.35849 0.5327
H -4.51813 2.35963 -1.55564 0.4458
H -3.58353 0.86438 -1.38197 -0.1590
H -3.08955 3.60578 -1.18691 0.0147
H -1.73148 4.73213 -1.12426 0.3414
H -2.86372 4.63507 0.21687 0.4089
H -3.21680 1.48934 1.16394 0.3105
H -2.56803 2.56624 2.39919 0.5110
H -1.76467 1.03783 2.07278 -0.3953
H 0.48494 4.58069 0.52572 0.2507
H 0.93495 3.21234 1.56512 0.2904
H -0.35754 4.30469 2.04947 0.4970
H 2.37116 3.49530 -4.45667 0.2601
H 3.02325 2.37811 -5.65386 0.4537
H 2.94117 1.90930 -3.94992 -0.0193
H -0.14109 3.63761 -6.38022 0.3012
H -1.08685 2.18774 -6.71810 0.2632
H 0.51623 2.37452 -7.40920 0.3712
H 0.94289 -0.61691 -4.27678 -0.0587
H 1.49139 -0.41549 -5.94611 0.4258
H -0.23792 -0.51156 -5.60565 0.2836


7
Properties=species:S:1:pos:R:3:mulliken_charge:R:1 method="wB97M-V/def2-TZVPD" total_energy_ha=-5589.28255 e_above_lowest_ev=3.337
O -0.23500 1.46658 0.42596 -0.4983
O 0.00039 -1.16065 1.07208 -0.3745
Si -0.13738 -0.07186 -0.07975 0.6349
Br -1.71972 -0.25447 -1.78878 -0.2558
Br 1.81426 -0.52270 -1.01271 -0.2511
H 0.92101 2.11968 -0.33907 0.3994
H -0.64356 -1.57658 1.72228 0.3454


96
Properties=species:S:1:pos:R:3:mulliken_charge:R:1 method="wB97M-V/def2-TZVPD" total_energy_ha=-3022.47405 e_above_lowest_ev=0.667 multiplicity=4
Re 0.82973 0.46345 -0.56434 -0.5830
C -1.71024 0.20959 -3.12965 -1.3179
C -1.97132 1.09547 -1.96437 0.4755
C -3.12492 1.80370 -1.65704 -1.1405
C -2.89528 2.39903 -0.42934 0.7510
C -3.81897 3.19133 0.42516 -1.4496
N -1.64835 2.08655 -0.04835 1.2985
N -1.07019 1.28921 -0.99159 0.2311
B -0.85391 2.48814 1.20173 -1.1795
N -0.49838 1.20121 1.96403 0.9015
N 0.10724 0.18149 1.29414 0.0919
C 0.21600 -0.87049 2.14179 1.1699
C 0.82493 -2.18252 1.80272 -1.3397
C -0.33475 -0.49957 3.35343 -1.5144
C -0.79294 0.80274 3.20155 0.4491
C -1.52180 1.66240 4.16931 -1.4404
N 0.46668 3.15431 0.71826 0.3816
N 1.18376 2.53813 -0.26231 0.6924
C 2.05307 3.42788 -0.75630 0.7064
C 2.89984 3.16478 -1.95271 -1.4816
C 1.92540 4.61843 -0.04790 -1.4936
C 0.90874 4.40980 0.87048 0.8651
C 0.33905 5.34365 1.88062 -1.4405
H -2.60410 0.13751 -3.74615 0.4368
H -0.90372 0.59389 -3.75705 0.1972
H -1.46753 -0.79327 -2.77993 0.0840
H -4.03741 1.83147 -2.22538 0.5273
H -4.77588 3.30249 -0.07985 0.3949
H -3.99007 2.65974 1.36241 0.1672
H -3.42087 4.18279 0.64338 0.2641
H -1.47110 3.23691 1.88541 -0.0189
H 1.73401 -2.07822 1.21004 -0.0698
H 1.07510 -2.70025 2.72697 0.6787
H 0.10284 -2.78840 1.25432 -0.1120
H -0.43793 -1.12162 4.22425 0.5638
H -1.61866 1.13869 5.11714 0.3913
H -1.00369 2.60671 4.33736 0.2711
H -2.52257 1.87065 3.79131 0.1899
H 2.52573 2.32203 -2.53241 0.0834
H 2.89400 4.04541 -2.59472 0.5235
H 3.93096 2.96025 -1.67230 0.2112
H 2.47742 5.52792 -0.20541 0.5439
H 0.85984 6.29728 1.83309 0.3974
H -0.72219 5.51804 1.70765 0.2652
H 0.45056 4.93915 2.88662 0.2542
N 0.43873 -1.41879 -1.04870 0.9590
C 0.17596 -2.49798 -1.41191 0.6269
C -0.16614 -3.73795 -1.84816 0.4528
C 0.69174 -4.82985 -1.56007 -0.4744
N 1.38681 -5.71649 -1.32165 -0.6236
C -1.38585 -3.91370 -2.54904 -0.2173
N -2.36646 -4.07492 -3.12922 -0.5910
C -5.59409 -2.90092 -2.05034 -1.2248
C -5.24107 -1.98238 -0.90281 -0.0023
O -4.31361 -2.65925 -0.04643 0.0122
P -3.15313 -1.79510 0.65919 -0.5143
O -2.26442 -1.14226 -0.33637 -0.0294
Te -4.14473 -0.34649 2.26667 -0.4886
O -2.31001 -2.98467 1.34152 0.0422
C -2.88679 -3.87310 2.30823 -0.3729
C -3.33457 -5.16428 1.65993 -1.1408
H -6.30539 -2.41190 -2.71828 0.3974
H -6.04741 -3.82033 -1.68006 0.3076
H -4.70307 -3.16906 -2.61413 0.2240
H -6.11812 -1.71787 -0.30619 0.3758
H -4.79090 -1.05376 -1.26664 0.0355
H -3.70775 -3.36030 2.81865 0.3061
H -2.09874 -4.05958 3.04221 0.3464
H -4.15958 -4.98761 0.97385 0.2001
H -3.65711 -5.86742 2.42964 0.4276
H -2.51488 -5.61688 1.10177 0.2736
C 5.07513 -0.37022 -2.68421 -1.5919
Si 3.36665 -0.80511 -2.05256 0.6958
C 3.37342 -2.63104 -1.63364 -1.2514
C 2.22767 -0.37561 -3.49826 -0.5481
N 2.79018 0.14296 -0.65081 0.9942
C 3.65683 0.67480 0.34892 0.3494
C 3.27508 0.63684 1.69262 0.0558
C 4.07148 1.19050 2.68196 -0.8721
C 5.28310 1.78194 2.36405 -0.6962
C 5.69074 1.79587 1.03925 -0.9645
C 4.89394 1.25101 0.04528 -0.4951
H 5.20806 -0.97428 -3.58687 0.4205
H 5.87611 -0.63468 -1.99560 0.3991
H 5.18589 0.67493 -2.97398 0.4169
H 4.37912 -3.04228 -1.72428 0.4943
H 2.73184 -3.20721 -2.29901 0.3529
H 3.03614 -2.81978 -0.61394 0.2748
H 2.02598 -1.26836 -4.09412 0.4575
H 2.71148 0.35532 -4.14985 0.4137
H 1.24124 0.02690 -3.25150 -0.2160
H 2.35579 0.15009 1.97616 0.4726
H 3.73990 1.14268 3.71131 0.4786
H 5.90533 2.21421 3.13559 0.3979
H 6.64066 2.23908 0.76793 0.4213
H 5.24071 1.28637 -0.97213 0.3548


37
Properties=species:S:1:pos:R:3:mulliken_charge:R:1 method="wB97M-V/def2-TZVPD" total_energy_ha=-1328.62054
C -0.11089 3.06125 -0.27626 -0.6898
C 1.48976 2.61811 -0.78835 -1.4007
H -0.86496 2.79260 -1.02217 0.1917
H 0.03373 4.14995 -0.34115 0.5697
H -0.45203 3.02344 0.78117 0.2075
H 1.61595 1.76124 -1.48756 0.4322
H 1.62705 3.47428 -1.46322 0.5724
H 2.29522 2.75590 -0.04550 0.3466
C -2.46932 0.73785 -0.85381 -0.0357
C -3.62565 0.04674 -1.20715 -0.8958
C -3.56973 -1.33881 -1.36558 -0.5646
C -2.35379 -1.98075 -1.17051 -0.6458
H -2.49624 1.82021 -0.70998 0.3271
H -4.54715 0.60914 -1.34227 0.3790
H -4.45861 -1.90854 -1.63209 0.4085
H -2.25568 -3.05608 -1.29132 0.2575
N -1.28686 0.11431 -0.65890 -0.0262
C -1.21885 -1.24354 -0.79807 0.6527
C 0.07338 -1.86614 -0.51822 0.4002
N 1.09504 -1.03617 -0.14027 0.0267
C 2.33379 -1.54829 0.04680 0.0034
C 1.55162 -3.78808 -0.37543 -0.5024
C 2.58684 -2.91079 -0.04743 -0.8380
H 3.12596 -0.84008 0.28792 0.3020
H 3.59213 -3.27493 0.14424 0.3752
C 0.29293 -3.24622 -0.62160 -0.7243
H -0.54200 -3.88476 -0.89366 0.2462
H 1.71532 -4.86363 -0.44127 0.4101
Sn 0.54657 1.06356 0.48983 0.9885
C 2.29079 1.15686 1.77116 -1.8865
H 3.20155 1.06653 1.17144 0.5275
H 2.20272 0.31686 2.46469 0.4309
H 2.27307 2.10170 2.32256 0.4416
Cl -0.61194 2.29606 3.26495 -0.1861
C -0.78074 0.93590 2.19238 -0.8593
H -0.48723 0.02131 2.71011 0.3655
H -1.81175 0.86300 1.84450 0.3926